No. 1
{
  "formula": "C33H29GeInNO2S3Te",
  "method": "ωB97M-V/def2-TZVPD",
  "total_charge": -1,
  "spin_multiplicity": 1,
  "fmax_ev_per_a": 0.8,
  "homo_lumo_gap_ev": 6.961,
  "elements": ["In", "S", "C", "C", "C", "C", "C", "C", "S", "H", "H", "H", "H", "O", "C", "O", "C", "C", "Ge", "C", "C", "C", "C", "C", "C", "C", "C", "C", "C", "C", "C", "C", "C", "C", "C", "C", "C", "H", "H", "H", "H", "H", "H", "H", "H", "H", "H", "H", "H", "H", "H", "H", "H", "H", "H", "H", "Te", "C", "C", "C", "C", "S", "H", "H", "H", "C", "C", "N", "H", "H", "H"],
  "positions_angstrom": [[1.4953, -1.4995, -1.5685], [3.2222, -0.1338, -0.3847], [4.4647, -0.8368, -1.4190], [5.7226, -1.0698, -0.8538], [6.7698, -1.5912, -1.5910], [6.5727, -1.9157, -2.9266], [5.3318, -1.7064, -3.5017], [4.2677, -1.1614, -2.7780], [2.7457, -0.8981, -3.6387], [5.8545, -0.8211, 0.1917], [7.7344, -1.7449, -1.1223], [7.3740, -2.3371, -3.5216], [5.1650, -1.9532, -4.5427], [-0.2645, -0.5584, -0.4556], [-1.0226, -0.5479, -1.4689], [-0.6395, -0.9928, -2.5717], [-2.4369, 0.0000, -1.3303], [-2.8942, 0.3226, 0.1051], [-1.6608, 1.5908, 1.0548], [-0.9231, 2.8066, -0.3077], [-1.8053, 3.4086, -1.2053], [-1.3478, 4.2891, -2.1736], [0.0057, 4.5918, -2.2479], [0.8930, 4.0034, -1.3594], [0.4297, 3.1146, -0.3987], [-0.4014, 0.9956, 2.4442], [0.3504, 1.9711, 3.0940], [1.2539, 1.6261, 4.0883], [1.4240, 0.2952, 4.4350], [0.6857, -0.6865, 3.7895], [-0.2258, -0.3361, 2.8035], [-2.8358, 2.8109, 2.1201], [-2.7108, 4.1974, 2.0548], [-3.4532, 5.0263, 2.8858], [-4.3419, 4.4772, 3.7984], [-4.4851, 3.0987, 3.8761], [-3.7354, 2.2804, 3.0446], [-3.0823, -0.7354, -1.8137], [-2.4753, 0.9060, -1.9393], [-2.9783, -0.6053, 0.6752], [-3.8815, 0.7869, 0.0787], [-2.8680, 3.1916, -1.1371], [-2.0441, 4.7414, -2.8701], [0.3665, 5.2845, -2.9985], [1.9499, 4.2330, -1.4121], [1.1304, 2.6442, 0.2791], [0.2329, 3.0126, 2.8103], [1.8292, 2.3969, 4.5868], [2.1376, 0.0206, 5.2019], [0.8304, -1.7280, 4.0444], [-0.7846, -1.1103, 2.2917], [-2.0201, 4.6340, 1.3413], [-3.3371, 6.1021, 2.8244], [-4.9142, 5.1205, 4.4560], [-5.1777, 2.6656, 4.5882], [-3.8407, 1.2014, 3.1151], [2.1638, -4.1590, -1.1072], [0.5672, -5.0963, -0.1163], [-0.0418, -6.2585, -0.4791], [-1.0194, -6.6970, 0.4536], [-1.1381, -5.8596, 1.5169], [-0.0507, -4.5363, 1.3885], [0.1890, -6.7741, -1.3999], [-1.6113, -7.5928, 0.3270], [-1.8048, -5.9236, 2.3623], [-0.6564, -3.1363, -4.6691], [-1.1142, -3.7168, -3.4212], [-1.5089, -4.1921, -2.4535], [-1.4991, -2.6970, -5.2012], [-0.1844, -3.8940, -5.2918], [0.0575, -2.3445, -4.4493]],
  "lowdin_charge": [0.145, 0.552, -0.732, -0.143, -0.116, -0.118, -0.147, -0.726, 0.549, 0.090, 0.091, 0.090, 0.089, -0.099, -0.651, -0.064, -0.155, -0.233, 1.047, -0.275, -0.133, -0.093, -0.095, -0.076, -0.087, -0.262, -0.115, -0.092, -0.095, -0.080, -0.098, -0.263, -0.110, -0.098, -0.110, -0.102, -0.115, 0.120, 0.102, 0.070, 0.064, 0.106, 0.097, 0.097, 0.104, 0.095, 0.100, 0.098, 0.097, 0.100, 0.092, 0.092, 0.096, 0.094, 0.096, 0.100, 0.841, -1.054, -0.292, -0.213, -0.442, 0.906, 0.092, 0.093, 0.052, -0.065, -0.295, 0.174, 0.087, 0.085, 0.044]
}

---

No. 2
{
  "formula": "C33H29N9O4SScSe",
  "method": "ωB97M-V/def2-TZVPD",
  "total_charge": 1,
  "spin_multiplicity": 1,
  "fmax_ev_per_a": 0.5,
  "homo_lumo_gap_ev": 6.983,
  "e_above_lowest_kcal_mol": 13.7,
  "elements": ["Sc", "C", "N", "C", "C", "C", "C", "C", "C", "N", "C", "C", "C", "C", "C", "C", "N", "C", "C", "C", "C", "C", "N", "H", "H", "H", "H", "H", "H", "H", "H", "H", "H", "H", "H", "H", "H", "H", "H", "H", "H", "Se", "N", "C", "C", "C", "C", "C", "N", "C", "C", "N", "C", "C", "C", "C", "C", "N", "H", "H", "H", "H", "H", "H", "C", "C", "C", "N", "H", "H", "H", "H", "H", "O", "S", "O", "O", "O"],
  "positions_angstrom": [[0.6051, -0.1409, -0.3041], [1.5652, -3.3246, -0.7793], [0.8132, -2.3375, -1.5938], [-0.4901, -2.9119, -1.9386], [-1.4583, -2.9106, -0.7914], [-2.3771, -3.9377, -0.6258], [-3.3542, -3.8099, 0.3450], [-3.3856, -2.6486, 1.1052], [-2.4149, -1.6908, 0.8863], [-1.4471, -1.8174, -0.0266], [1.5099, -2.0809, -2.8733], [1.1916, -0.7235, -3.4327], [1.5049, -0.4198, -4.7488], [1.3613, 0.8809, -5.1919], [0.9082, 1.8482, -4.3067], [0.5982, 1.4623, -3.0225], [0.7085, 0.1966, -2.5949], [2.4022, -2.7286, 0.3202], [3.5804, -3.3497, 0.6960], [4.3499, -2.7834, 1.6940], [3.9245, -1.6006, 2.2731], [2.7504, -1.0372, 1.8242], [1.9846, -1.5881, 0.8719], [2.2070, -3.9333, -1.4200], [0.8478, -4.0119, -0.3191], [-0.3754, -3.9249, -2.3405], [-0.9175, -2.3053, -2.7438], [-2.3286, -4.8144, -1.2578], [-4.0848, -4.5928, 0.4981], [-4.1478, -2.4883, 1.8545], [-2.4139, -0.7711, 1.4555], [1.2585, -2.8609, -3.6021], [2.5812, -2.0867, -2.6920], [1.8901, -1.1933, -5.3994], [1.6201, 1.1437, -6.2088], [0.8199, 2.8849, -4.5962], [0.2739, 2.1885, -2.2879], [3.8985, -4.2485, 0.1856], [5.2906, -3.2320, 1.9833], [4.5191, -1.0870, 3.0139], [2.4265, -0.0791, 2.2018], [-4.7573, 5.7870, 1.3549], [-3.0793, 5.5075, 1.8543], [-2.6663, 4.4351, 1.2290], [-1.3228, 3.8866, 1.3606], [-0.3231, 4.4979, 2.1185], [0.9297, 3.9293, 2.1367], [1.1569, 2.7590, 1.4141], [0.2062, 2.1500, 0.7174], [-1.0082, 2.7118, 0.6784], [-1.9910, 2.0535, -0.1916], [-1.5873, 0.9449, -0.8316], [-2.4128, 0.4036, -1.7208], [-3.6833, 0.8938, -1.9899], [-4.1230, 1.9997, -1.2948], [-3.2626, 2.6023, -0.3809], [-3.6245, 3.8009, 0.3654], [-4.8036, 4.3640, 0.2989], [-0.5448, 5.4129, 2.6518], [1.7435, 4.3831, 2.6846], [2.1384, 2.3032, 1.3671], [-2.0430, -0.4665, -2.2468], [-4.3048, 0.4098, -2.7296], [-5.1067, 2.4218, -1.4526], [0.1492, 0.9809, 5.2866], [-0.4185, -0.2907, 4.6448], [-0.3109, -0.2396, 3.1911], [-0.1801, -0.1536, 2.0563], [0.0534, 0.9116, 6.3679], [-0.3903, 1.8635, 4.9461], [1.2030, 1.1028, 5.0406], [-1.4705, -0.4263, 4.9005], [0.1172, -1.1787, 4.9840], [4.5694, 0.7579, 0.0433], [3.6029, 0.6195, -1.0283], [3.4382, -0.7740, -1.4677], [2.1954, 0.9437, -0.3483], [3.7151, 1.5580, -2.1206]],
  "lowdin_charge": [1.026, -0.088, -0.170, -0.138, -0.264, 0.002, -0.032, -0.035, -0.134, 0.069, -0.127, -0.240, 0.012, -0.020, -0.024, -0.110, 0.034, -0.251, 0.003, -0.017, -0.026, -0.131, 0.027, 0.140, 0.138, 0.139, 0.131, 0.123, 0.119, 0.112, 0.093, 0.139, 0.117, 0.127, 0.120, 0.117, 0.115, 0.124, 0.121, 0.120, 0.099, 1.164, -0.220, -0.337, -0.080, 0.023, -0.006, -0.084, 0.052, -0.146, -0.132, 0.060, -0.116, -0.009, 0.031, -0.075, -0.338, -0.222, 0.125, 0.119, 0.115, 0.102, 0.118, 0.127, -0.073, -0.185, -0.127, 0.176, 0.084, 0.079, 0.082, 0.125, 0.128, -0.317, 0.347, -0.351, -0.491, -0.307]
}

---

Number 1: E_HOMO -4.51 eV, total energy -5209.9623 Ha. Number 2: E_HOMO -10.18 eV, total energy -5629.1007 Ha.